Entry 1:
Density functional theory data (ωB97M-V/def2-TZVPD) for C5H7NO in the gas phase.

Atoms and positions in Å:
C -0.16679 -0.60260 0.05908
C -0.12639 -1.50102 -1.05297
C 0.78369 0.34327 0.34827
C 0.84791 -0.74514 -3.12924
C -0.50990 1.22856 2.04586
N 0.14079 -1.09124 -2.17489
O 0.81435 1.25806 1.32504
H -0.94133 -0.87917 0.77689
H -0.79052 -2.30746 -0.98865
H 0.47640 0.05919 -3.73858
H 1.72831 0.36800 -0.13002
H -1.35602 1.26137 1.39249
H -0.42035 2.20047 2.49526
H -0.48014 0.40770 2.77146

Properties
Calculated total energy in eV: -8831.4675
Molecular weight in g mol⁻¹: 97.1
Largest force on an atom in eV/A: 5.35
Relative energy (zero: lowest compared OMol25 entry of this formula, charge and spin) in kJ/mol: 456.89
HOMO level in eV: -7.3
2S+1: 1

Entry 2:
Density functional theory data (ωB97M-V/def2-TZVPD) for 2 unconnected molecules or ions with the total composition H2IOP.

Atoms and positions in Å:
O -0.73133 0.48139 -1.02758
P 0.59484 -0.27748 -0.56463
I -0.12812 -2.30825 2.08913
H -0.92388 1.37472 -0.72904
H 1.18849 0.72962 0.23212

Properties
Calculated total energy in eV: -19468.1976
Molecular weight in g mol⁻¹: 175.9
Largest force on an atom in eV/A: 1.50
Relative energy (zero: lowest compared OMol25 entry of this formula, charge and spin) in kJ/mol: 142.42
HOMO level (alpha / beta) in eV: -9.0 / -8.7
2S+1: 1

Entry 3:
Density functional theory data (ωB97M-V/def2-TZVPD) for a molecular structure, C3H10Si2.

Atoms and positions in Å:
C 1.08929 0.75773 1.13219
C 0.65278 -1.87013 0.02445
C -1.91867 0.54047 -0.49468
Si 1.85124 -0.38547 -0.23991
Si -0.29963 1.39253 0.02258
H 0.64006 0.34148 2.07607
H 1.80419 1.50014 1.59522
H -0.20154 -1.48014 0.58732
H 0.41014 -2.27636 -0.95463
H 1.11639 -2.74336 0.46332
H -2.73818 1.03580 0.14664
H -2.02047 0.53998 -1.63410
H -1.85017 -0.49187 -0.28087
H -0.10330 2.52055 -0.96502
H 1.56786 0.61864 -1.47859

Properties
Calculated total energy in eV: -19025.2262
Molecular weight in g mol⁻¹: 102.3
Largest force on an atom in eV/A: 2.40
Relative energy (zero: lowest compared OMol25 entry of this formula, charge and spin) in kJ/mol: 142.87
HOMO level in eV: -6.8
2S+1: 1

Entry 4:
Density functional theory data (ωB97M-V/def2-TZVPD) for a gas-phase ion, C12H15N2O (charge +1).

Atoms and positions in Å:
C 2.30521 -0.19080 -1.15210
N 1.50774 -0.31069 0.14798
C 2.28289 0.02570 1.39558
C 1.29732 -0.00502 2.56921
C 0.19039 0.74819 1.92066
C 0.16664 0.46529 0.40934
N 0.32210 1.71096 -0.48933
C -0.67201 1.68320 -1.39939
O -0.84076 2.50596 -2.25349
C -1.41199 0.43343 -1.28663
C -2.52500 0.00329 -2.04092
C -3.10943 -1.14305 -1.71000
C -2.78212 -1.83106 -0.49293
C -1.69723 -1.40222 0.29247
C -1.05809 -0.25600 -0.14350
H 3.00606 0.57383 -1.04303
H 2.70277 -1.00576 -1.51232
H 1.76866 0.23227 -1.97671
H 1.12492 -1.22644 0.16901
H 2.74350 1.07350 1.28863
H 3.08288 -0.68081 1.48232
H 1.92043 0.42604 3.32022
H 0.99595 -0.97560 2.78387
H -0.79050 0.41146 2.25306
H 0.20996 1.80866 2.05699
H 0.74572 2.59966 -0.09523
H -2.72882 0.41661 -3.00401
H -3.89562 -1.39460 -2.44461
H -3.33531 -2.76656 -0.31329
H -1.52623 -1.92942 1.26816

Properties
Calculated total energy in eV: -17707.6070
Molecular weight in g mol⁻¹: 203.3
Largest force on an atom in eV/A: 5.69
Structure (SMILES): C[N@H+]1CCC[C@@]12NC(=O)c1ccccc12
Net charge: +1
Relative energy (zero: lowest compared OMol25 entry of this formula, charge and spin) in kJ/mol: 72.83
HOMO level in eV: -13.1
2S+1: 1

Entry 5:
Density functional theory data (ωB97M-V/def2-TZVPD) for C16H19NOS in the gas phase.

Atoms and positions in Å:
C 5.69384 -1.32930 1.10545
C 4.39168 -0.88070 0.51468
C 3.38884 -1.78465 0.20077
C 2.20004 -1.34130 -0.34821
C 1.97902 0.00526 -0.60396
C 0.64781 0.44303 -1.18050
C 0.29994 -0.28292 -2.47810
N -0.40375 0.22956 -0.19894
C -0.90455 1.21548 0.56305
O -0.55544 2.37405 0.48956
C -1.99467 0.73996 1.53553
C -3.15752 0.19087 0.78798
C -4.25117 0.85466 0.32798
C -5.14433 0.02857 -0.39344
C -4.71903 -1.25454 -0.48003
S -3.21564 -1.48515 0.32453
C 2.97235 0.93149 -0.27177
C 2.78340 2.40427 -0.48096
C 4.16052 0.46722 0.27445
H 6.52155 -1.04839 0.45518
H 5.85556 -0.85430 2.07234
H 5.70948 -2.40781 1.24093
H 3.53395 -2.83929 0.38646
H 1.43106 -2.06489 -0.57872
H 0.65913 1.51878 -1.36636
H 0.19383 -1.35259 -2.31500
H -0.63611 0.09977 -2.87859
H 1.08710 -0.12286 -3.21004
H -0.70631 -0.72065 -0.04732
H -2.30501 1.60152 2.12822
H -1.56612 -0.01600 2.19663
H -4.41575 1.90302 0.50042
H -6.06352 0.38056 -0.82633
H -5.18729 -2.08930 -0.96190
H 3.62497 2.95505 -0.06853
H 1.87217 2.74923 0.00598
H 2.71150 2.63830 -1.54304
H 4.93351 1.17981 0.52810

Properties
Calculated total energy in eV: -31274.0381
Molecular weight in g mol⁻¹: 273.4
Largest force on an atom in eV/A: 0.67
Structure (SMILES): Cc1ccc([C@@H](C)NC(=O)Cc2cccs2)c(C)c1
Relative energy (zero: lowest compared OMol25 entry of this formula, charge and spin) in kJ/mol: 0.00
HOMO level in eV: -8.7
2S+1: 1

Entry 6:
Density functional theory data (ωB97M-V/def2-TZVPD) for C2H5N5S in the gas phase.

Atoms and positions in Å:
H -3.13805 -0.49898 0.63463
N -2.92148 -0.13996 -0.27839
C -1.65691 -0.09308 -0.25739
N -0.82798 -0.70981 0.78184
C 0.35639 -0.42266 0.52535
N 1.40331 -0.82773 1.14547
N 0.57527 0.67109 -0.47977
S 1.94427 0.75656 -1.64066
N -0.68261 0.46048 -1.31742
H 1.17483 -1.33377 2.06192
H 2.33708 -0.85866 0.66471
H 2.56466 1.64724 -0.45795
H -1.12877 1.34928 -1.38233

Properties
Calculated total energy in eV: -20437.8315
Molecular weight in g mol⁻¹: 131.2
Largest force on an atom in eV/A: 5.16
Structure (SMILES): [H]/N=c1\nc(N)n(S)[nH]1
Relative energy (zero: lowest compared OMol25 entry of this formula, charge and spin) in kJ/mol: 171.38
HOMO level in eV: -8.9
2S+1: 1